No. 1
Here is the molecule C3H4ClIN2 from OMol25. Energies are from ωB97M-V/def2-TZVPD.

Each line ends with the Mulliken charge.
Element x y z (Å)
I  0.166929  -2.287122  1.807680  -0.01
Cl  -1.953792  -0.289292  -2.263323  -0.13
N  0.541702  0.346841  -1.709355  0.09
N  1.157451  0.943094  -0.883364  -0.23
C  -0.355187  -0.657656  -1.680372  -0.10
C  0.962355  0.522605  0.742379  -0.10
C  -0.156884  -0.355779  0.847980  -0.86
H  1.999068  0.099958  1.000721  0.33
H  -1.162437  -0.099004  0.999512  0.46
H  0.775461  1.598181  1.175315  0.20
H  -0.039798  -1.592650  -1.872780  0.36

Forces on the atoms, in the same order (eV/Å):
I -0.1 0.9 -0.7
Cl 0.5 -0.1 0.1
N 0.6 0.6 0.4
N 0.6 0.1 -0.9
C -1.7 3.1 2.9
C -0.5 1.0 0.8
C 1.6 -2.0 -0.7
H -1.7 0.8 -0.4
H -0.9 0.7 0.2
H 0.6 -2.0 -0.9
H 1.2 -3.0 -0.8

relative energy (zero: lowest compared OMol25 entry of this formula, charge and spin) = 272.50 kJ/mol
E_LUMO (alpha / beta) = -0.42 / -0.42 eV
spin multiplicity = 1
HOMO-LUMO gap (alpha / beta) = 0.284 / 0.284 Ha

=====

No. 2
Here is a structure of composition C26H37N5O2Tl from OMol25. Energies are from ωB97M-V/def2-TZVPD.

Each line ends with the Mulliken charge.
Element x y z (Å)
Tl  -13.207396  1.071040  12.575557  1.33
O  -14.039593  3.149782  14.207755  -0.89
O  -11.221467  0.537234  10.837659  -0.64
N  -14.312785  2.104991  11.091673  -0.48
N  -10.144537  2.928895  15.671793  0.30
N  -13.625078  0.315286  14.829250  0.05
N  -12.589757  -1.219963  12.594666  0.16
N  -11.369392  2.494881  13.672972  -0.50
C  -13.169977  -1.083880  14.974005  -0.83
C  -11.119127  -2.753681  8.266281  -0.57
C  -14.746994  0.101739  9.748852  -1.65
C  -14.087262  0.804512  15.939460  -0.49
C  -16.169879  3.302520  17.707885  -0.46
C  -14.696782  2.079519  16.210948  1.08
C  -15.471046  4.303064  15.611351  -0.55
C  -10.367903  2.269158  14.508340  1.02
C  -8.329720  3.536177  17.212572  -1.12
C  -15.789032  2.206120  9.336838  -1.70
C  -14.472667  1.556291  9.787345  1.95
C  -11.118747  3.945633  16.205371  -0.69
C  -11.262137  5.127269  15.325712  -1.37
C  -9.363704  1.280711  13.997329  -1.43
C  -9.302068  2.411348  16.752253  -0.59
C  -11.514062  -1.868338  10.503174  0.46
C  -14.706104  3.153567  15.291305  0.36
C  -11.456205  -2.914850  9.575108  -0.71
C  -11.100602  -0.517138  10.116283  0.46
C  -13.471637  -1.834860  13.659757  -0.82
C  -13.378052  2.287371  9.031950  -1.63
C  -10.878315  -1.437405  7.839378  -0.34
C  -12.224085  -2.113437  11.714807  -0.32
C  -15.400293  2.184504  17.461236  -1.12
C  -16.203977  4.347645  16.731746  -0.55
C  -10.758625  -0.364071  8.686845  -0.41
H  -13.217696  -2.935448  13.713207  0.58
H  -13.731276  3.288098  9.033019  0.45
H  -9.878798  2.006570  17.631067  0.27
H  -10.401030  0.614480  8.334287  0.43
H  -15.367430  5.088642  14.876024  0.40
H  -14.142898  0.107339  16.828845  -0.06
H  -7.874303  4.048653  16.343305  0.27
H  -12.579134  -3.191432  11.868258  0.08
H  -8.784557  1.540806  16.300546  0.36
H  -14.559589  -1.789802  13.436184  0.08
H  -7.522552  3.154401  17.863655  0.41
H  -13.223263  1.909696  8.086181  0.36
H  -12.043449  3.412488  16.357447  0.21
H  -10.792530  4.187369  17.188325  0.62
H  -12.137102  3.072462  14.075205  0.07
H  -12.450788  2.170217  9.567141  0.31
H  -11.129128  -3.652444  7.558174  0.26
H  -12.092438  -1.226839  15.188076  0.08
H  -11.762093  -3.910911  9.940611  0.23
H  -10.359596  5.250953  14.762549  0.37
H  -12.014702  4.957795  14.597594  0.45
H  -15.744009  3.283938  9.683574  0.39
H  -8.875613  4.247523  17.790053  0.35
H  -9.606314  0.904140  12.961601  0.06
H  -10.688734  -1.273144  6.750337  0.29
H  -9.111689  0.435382  14.641233  0.36
H  -14.842363  -0.331792  8.776402  0.45
H  -15.669223  -0.120690  10.214055  0.39
H  -16.036456  2.106958  8.268801  0.32
H  -13.658007  -1.549564  15.818486  0.55
H  -16.683344  3.467000  18.618318  0.41
H  -13.861941  -0.524497  10.145739  0.26
H  -8.402586  1.784974  13.871271  0.41
H  -11.426429  6.072824  15.887898  0.28
H  -16.747271  5.249623  17.077309  0.24
H  -15.346676  1.314625  18.123146  0.27
H  -16.604009  1.759205  9.897719  0.42

Forces on the atoms, in the same order (eV/Å):
Tl 0.6 0.6 2.0
O 1.3 -0.5 -1.6
O 0.3 -1.3 -0.2
N 0.1 0.0 1.4
N -0.6 0.7 1.5
N 1.8 -2.7 -3.5
N -1.4 -2.1 0.2
N 0.3 -0.1 1.6
C -0.1 0.3 -1.2
C -0.4 -1.3 -0.9
C 3.3 -2.3 -0.1
C -1.3 1.8 3.4
C 0.7 0.2 -1.3
C 0.0 -1.7 0.9
C 1.0 -0.6 -1.3
C -1.9 -0.3 -2.0
C 0.6 -1.1 -0.4
C -0.7 1.5 0.4
C -1.5 1.2 0.0
C 0.1 -1.9 -0.6
C 0.3 1.3 0.3
C 1.1 -0.5 -1.1
C 0.8 -0.5 -0.6
C 0.2 1.3 0.0
C -0.6 0.7 0.3
C -0.2 -1.2 0.4
C -0.9 1.0 -0.8
C 0.9 -0.4 0.4
C 0.3 -0.8 1.6
C 1.1 0.6 -1.4
C -0.4 0.2 0.5
C 0.0 0.4 -1.0
C -1.3 0.6 3.1
C 0.0 -0.6 0.9
H -0.2 1.0 0.2
H 0.3 1.0 -0.3
H 0.2 0.5 -0.9
H -0.5 -0.4 0.2
H -0.3 0.3 0.1
H 0.2 0.6 -0.9
H -0.3 -0.3 0.4
H 0.6 1.3 -0.2
H 0.1 0.6 0.7
H 0.6 0.4 -0.1
H -0.3 0.0 -0.3
H 0.1 -0.8 -2.4
H -0.7 -0.1 -0.1
H 0.5 0.3 0.6
H 0.5 -0.2 -0.2
H 0.5 0.2 0.2
H 0.0 1.6 1.0
H 0.0 0.4 -0.2
H 0.2 0.4 -0.2
H 0.8 0.2 -0.3
H -1.0 0.2 -0.5
H -0.2 -1.1 -0.8
H -0.3 0.7 0.4
H -0.3 0.4 1.3
H -0.1 -0.1 0.9
H -0.5 0.0 0.1
H -0.1 0.2 -1.2
H -0.7 -0.3 1.1
H 0.4 0.1 0.2
H -0.5 -0.2 0.2
H -0.5 -0.1 0.8
H -1.4 0.9 -0.1
H 0.1 0.2 0.1
H -0.2 -0.7 -0.3
H 0.3 -0.4 -0.6
H -0.1 0.4 0.0
H -0.3 0.0 0.1

total charge = -1
E_LUMO (alpha / beta) = 2.56 / 2.34 eV
spin multiplicity = 1
HOMO-LUMO gap (alpha / beta) = 0.224 / 0.117 Ha

=====

No. 3
Here is a structure of composition C13H11AsCl2CoF6N2O6 from OMol25. Energies are from ωB97M-V/def2-TZVPD.

Each line ends with the Mulliken charge.
Element x y z (Å)
As  0.132399  -0.590211  3.751776  2.14
Co  -0.092377  -0.403543  -0.103805  0.30
Cl  -1.051167  2.138461  0.068875  1.93
Cl  -5.537053  -2.588196  -3.658079  -0.25
F  1.746987  -0.049519  3.424843  -0.48
F  -1.479030  -1.149395  3.981713  -0.49
F  0.560142  -0.980954  5.373529  -0.52
F  0.592001  -2.179373  3.218332  -0.50
F  -0.279622  -0.218591  2.059197  -0.64
F  -0.330686  1.003053  4.188755  -0.49
O  -1.007899  2.959453  1.219321  -0.64
O  -1.940078  0.988505  0.221232  -0.62
O  -0.480301  -2.179772  -0.008467  -0.19
O  -1.390814  2.882062  -1.106065  -0.65
O  1.683134  -1.064957  0.355949  -0.72
O  0.289208  1.504795  -0.151677  -0.51
N  1.531219  -2.351576  0.588026  1.46
N  0.452663  -2.965310  0.417644  -0.57
C  3.451711  -2.416831  2.045166  -0.05
C  -2.897213  -2.852020  -3.112045  -0.86
C  -1.658014  -2.357124  -2.745613  -0.17
C  4.024553  -5.016973  1.228363  -0.47
C  -1.462401  -0.999543  -2.481531  0.82
C  -2.557328  -0.142927  -2.605939  0.02
C  2.660982  -3.067450  1.114914  0.19
C  -3.966941  -1.976605  -3.211746  0.44
C  2.926861  -4.357400  0.695998  -0.48
C  -3.806873  -0.625357  -2.962051  -0.97
C  4.536178  -3.093204  2.580211  -0.71
C  4.827449  -4.388573  2.169809  -0.44
C  -0.134935  -0.489790  -2.071782  -1.23
H  2.283312  -4.837800  -0.028467  0.44
H  0.039415  0.542768  -2.364289  0.43
H  -2.429219  0.914710  -2.410309  0.38
H  4.248547  -6.025916  0.907234  0.36
H  -3.035891  -3.904851  -3.317592  0.39
H  5.140340  -2.609108  3.336629  0.37
H  0.685477  -1.133021  -2.379784  0.44
H  -4.654720  0.041480  -3.045794  0.41
H  3.190329  -1.412313  2.352224  0.41
H  -0.818762  -3.035887  -2.649829  0.33
H  5.681213  -4.909698  2.585126  0.38

Forces on the atoms, in the same order (eV/Å):
As 0.0 -0.1 0.0
Co 0.6 0.4 0.2
Cl 0.1 0.3 -0.3
Cl 0.0 0.0 0.0
F 0.1 0.1 0.0
F -0.1 0.0 0.0
F 0.0 0.0 0.1
F 0.1 -0.1 0.0
F -0.1 0.1 -0.1
F 0.0 0.2 0.0
O -0.1 -0.2 -0.1
O 0.3 -0.3 -0.2
O -0.8 -0.8 0.0
O 0.0 -0.1 0.2
O -0.9 0.4 -0.6
O 0.2 0.1 0.1
N 0.6 -0.5 0.1
N -0.1 0.5 -0.2
C 0.0 0.1 0.0
C 0.0 0.0 0.0
C 0.0 0.0 0.0
C 0.0 0.0 0.0
C 0.0 0.0 -0.1
C 0.0 0.0 0.0
C 0.1 0.2 0.0
C 0.1 0.0 0.0
C -0.1 -0.1 -0.1
C -0.1 0.0 0.0
C 0.0 0.0 0.0
C 0.0 0.0 0.0
C 0.0 0.1 0.6
H 0.0 0.0 0.0
H 0.0 0.0 0.0
H 0.0 0.0 0.0
H 0.0 0.0 0.0
H 0.0 0.0 0.0
H 0.0 0.0 0.0
H 0.0 0.0 0.1
H 0.0 0.0 0.0
H 0.0 -0.1 0.0
H 0.0 0.0 0.0
H 0.0 0.0 0.0

total charge = -1
relative energy (zero: lowest compared OMol25 entry of this formula, charge and spin) = 36.35 kJ/mol
E_LUMO (alpha / beta) = 1.66 / 2.02 eV
spin multiplicity = 1
HOMO-LUMO gap (alpha / beta) = 0.299 / 0.312 Ha

=====

No. 4
Here is the molecule C4H3NO2 from OMol25. Energies are from ωB97M-V/def2-TZVPD.

Each line ends with the Mulliken charge.
Element x y z (Å)
O  2.176860  -0.125362  0.208102  -0.60
O  0.292874  -1.021005  -0.218004  -0.23
N  -1.024629  1.302608  -0.112182  -0.45
C  0.315309  1.236825  -0.001728  0.03
C  -1.138502  -1.150607  -0.063606  -0.16
C  1.008752  -0.119071  -0.091128  0.66
C  -1.744446  0.015796  0.230847  -0.19
H  -1.458866  -2.276116  0.339445  0.28
H  -2.795190  0.314497  0.253236  0.35
H  1.021917  2.116647  -0.174497  0.31

Forces on the atoms, in the same order (eV/Å):
O 1.4 -0.8 -0.7
O -8.0 -11.9 -1.9
N 3.1 -1.2 2.1
C -2.8 0.2 -2.5
C 0.3 -1.0 2.9
C 5.2 11.4 3.8
C 1.1 2.1 -3.1
H 1.0 3.3 -1.8
H 0.2 -1.1 0.6
H -1.5 -1.0 0.4

SMILES = O=c1cncco1
relative energy (zero: lowest compared OMol25 entry of this formula, charge and spin) = 380.65 kJ/mol
E_LUMO = -0.42 eV
spin multiplicity = 1
HOMO-LUMO gap = 0.344 Ha

=====

No. 5
Here is a structure of composition C7H6NO7Ti from OMol25. Energies are from ωB97M-V/def2-TZVPD.

Each line ends with the Mulliken charge.
Element x y z (Å)
Ti  0.098017  -0.041901  0.354980  -0.17
O  0.130497  0.404228  2.348787  -0.77
O  -3.072542  -0.052285  -0.601276  -0.24
O  -0.091215  -0.956232  -2.724224  -0.44
O  -0.012439  3.264391  -0.195393  -0.22
O  0.034981  -3.266102  -0.239238  -0.24
O  3.194317  -0.018365  -0.598434  -0.26
O  1.323578  -1.437553  2.015478  -0.61
N  0.792222  0.708074  4.668927  -0.28
C  0.674343  -0.717387  4.274240  -0.66
C  0.723859  -0.654282  2.788914  1.08
C  -0.006744  -0.066892  -1.917841  -0.01
C  2.072475  0.015075  -0.315255  0.50
C  0.004584  -2.135620  -0.008248  0.52
C  -1.976753  -0.032897  -0.241599  0.42
C  0.003980  2.130540  0.000837  0.39
H  0.714435  0.872893  5.669754  0.33
H  -0.297978  -1.095593  4.578761  0.31
H  1.443469  -1.324738  4.731310  0.36
H  0.080486  1.001939  -2.287129  0.29
H  1.702974  1.057496  4.348914  0.35
H  0.075955  1.229713  4.142235  0.35

Forces on the atoms, in the same order (eV/Å):
Ti 0.1 -0.5 -1.2
O -0.4 -0.2 1.0
O 3.0 0.0 0.8
O 0.1 0.1 0.3
O 0.0 -3.4 0.5
O -0.1 3.6 0.7
O -3.4 0.2 0.6
O -1.1 1.0 1.5
N 0.3 0.4 0.5
C -0.1 -0.6 0.5
C 0.9 0.0 -2.2
C -0.1 0.5 -0.2
C 4.2 -0.1 -0.7
C -0.2 -4.4 -1.2
C -3.3 -0.2 -0.5
C 0.2 3.8 -0.4
H -0.1 0.0 0.2
H -0.1 0.0 0.1
H 0.3 0.0 0.0
H 0.0 -0.3 -0.4
H -0.2 0.1 0.2
H 0.1 -0.1 0.0

total charge = +1
relative energy (zero: lowest compared OMol25 entry of this formula, charge and spin) = 0.00 kJ/mol
E_LUMO (alpha / beta) = -4.00 / -4.75 eV
spin multiplicity = 3
HOMO-LUMO gap (alpha / beta) = 0.248 / 0.219 Ha

=====

Let's list max |F| in order: 4.60; 4.72; 1.14; 14.52; 4.60 eV Å⁻¹.